DFT (ωB97M-V with the def2-TZVPD basis set) results for a single C3H6S3 molecule.

Atoms and positions in Å:
C (-0.017, -0.118, -0.465)
C (1.578, -0.126, 0.504)
C (-1.230, 0.038, 0.390)
S (3.027, 0.370, -0.228)
S (-2.467, -1.435, 0.026)
S (-2.025, 1.567, 0.215)
H (-0.009, 0.166, -1.585)
H (1.636, -0.483, 1.585)
H (-0.937, -0.072, 1.485)
H (3.672, 0.024, 0.856)
H (-2.650, -1.006, -1.276)
H (-0.934, 1.953, -0.413)

E_LUMO (spin up / spin down)	0.72 / -1.02	eV
electronic energy	-1312.25138	Eh
energy relative to the best compared isomer or geometry (same formula, charge and spin)	53.0	kcal per mole
maximum force	3.67	eV Å⁻¹
M	138.3	g mol⁻¹
2S+1	3